(1)
This record from OMol25 describes a cluster of 2 separate species, C2H5N2P in total in a non-equilibrium geometry. The level of theory is the ωB97M-V functional and the def2-TZVPD basis.

Geometry (Å):
C (-2.1834, -0.3421, 0.3247)
C (0.4368, 0.2519, -0.4045)
N (-3.1017, -0.0990, -0.3792)
N (1.3855, -0.1633, 0.2657)
P (3.0247, -0.2393, 0.0559)
H (-1.9291, -0.8787, 1.3393)
H (0.2370, 0.4845, -1.4465)
H (-4.1202, -0.3158, -0.3621)
H (3.2448, 0.9032, -0.8164)
H (3.0056, 0.3985, 1.4232)

Its HOMO-LUMO gap (spin up / spin down) is 7.70 / 7.96 eV. The LUMO energy (spin up / spin down) is 0.022 / 0.028 Ha. The calculation puts the electronic energy at -529.8423 Eh. The energy above the lowest of the compared OMol25 structures with the same formula, charge and spin comes out at 525.1 kJ/mol. The HOMO energy (spin up / spin down) comes out at -7.111 / -7.206 eV.

=====

(2)
This record from OMol25 describes the molecule C2H3NS2 in a non-equilibrium geometry. The level of theory is the ωB97M-V functional and the def2-TZVPD basis.

Geometry (Å):
C (0.9010, -2.6131, 0.3960)
C (-0.1067, -2.0505, 0.7641)
S (-1.2789, -0.9914, 1.3148)
S (-1.8433, 0.2927, -0.2486)
N (-0.7300, 1.5414, -0.3835)
H (1.5417, -3.3409, 0.0483)
H (-1.0358, 2.3163, 0.3125)
H (-0.1206, 1.7807, -1.1739)

Its HOMO-LUMO gap is 9.33 eV. The SMILES is C#CSSN. The LUMO energy is 0.015 Ha. The calculation puts the electronic energy at -929.0434 Eh. The energy above the lowest of the compared OMol25 structures with the same formula, charge and spin comes out at 194.1 kJ/mol. The HOMO energy comes out at -8.921 eV.

=====

(3)
This record from OMol25 describes a structure of composition C35H33BrClN7O11STl. The level of theory is the ωB97M-V functional and the def2-TZVPD basis.

Geometry (Å):
Tl (0.3199, 0.1062, 0.0966)
Br (0.0390, 5.1386, -5.5688)
C (1.6112, 5.2095, -4.5043)
C (2.0763, 6.4322, -4.0533)
C (3.2172, 6.4609, -3.2676)
C (3.8624, 5.2840, -2.9051)
C (3.3992, 4.0654, -3.3963)
C (2.2683, 4.0304, -4.1955)
N (5.0516, 5.4582, -2.1180)
N (5.3811, 4.6982, -1.1926)
C (4.5632, 3.6224, -0.7379)
C (5.2065, 2.4230, -0.5490)
C (4.5151, 1.2483, -0.2546)
C (3.1315, 1.2363, -0.1293)
O (2.4881, 0.1413, 0.1055)
C (2.4517, 2.5135, -0.2299)
N (1.1107, 2.5134, -0.0645)
C (0.4611, 3.6498, -0.0358)
C (1.1006, 4.8909, -0.1680)
C (2.4462, 4.9146, -0.3897)
C (3.1674, 3.7044, -0.4732)
H (1.5610, 7.3457, -4.3159)
H (3.6185, 7.4017, -2.9118)
H (3.8753, 3.1313, -3.1323)
H (1.8883, 3.0783, -4.5363)
H (6.2809, 2.3949, -0.6879)
H (5.0424, 0.3102, -0.1478)
H (-0.6051, 3.6136, 0.1530)
H (0.5240, 5.8019, -0.0869)
H (2.9693, 5.8560, -0.4875)
C (-1.4290, 1.0473, 8.8746)
C (-1.1853, 1.2413, 7.4023)
C (0.0948, 1.1268, 6.8668)
C (0.3147, 1.2867, 5.5080)
C (-0.7582, 1.5626, 4.6735)
C (-2.0403, 1.6828, 5.1834)
C (-2.2450, 1.5255, 6.5450)
S (-0.4350, 1.7690, 2.9414)
O (-1.6524, 2.3485, 2.3700)
O (0.7497, 2.5803, 2.8295)
N (-0.1175, 0.3070, 2.3949)
C (-0.9250, -0.8104, 2.9022)
C (-2.2812, -0.8515, 2.2335)
O (-3.2516, -0.2152, 2.8936)
O (-2.4547, -1.3526, 1.1462)
H (-0.4920, 1.0174, 9.4293)
H (-1.9575, 0.1096, 9.0585)
H (-2.0414, 1.8531, 9.2816)
H (0.9304, 0.9136, 7.5229)
H (1.3085, 1.2085, 5.0864)
H (-2.8587, 1.8915, 4.5094)
H (-3.2465, 1.6213, 6.9489)
H (-1.0396, -0.7491, 3.9868)
H (-0.4011, -1.7270, 2.6388)
Cl (-1.6357, -2.4942, -1.9101)
C (0.0961, -2.9385, -1.8134)
C (0.5737, -3.0679, -0.3664)
O (1.0471, -4.1334, -0.0179)
O (0.4618, -2.0382, 0.4095)
H (0.6457, -2.1605, -2.3384)
H (0.2036, -3.8975, -2.3060)
N (-4.8710, 0.3654, 0.6493)
C (-4.2594, 1.2696, -0.3450)
C (-2.9701, 0.6905, -0.9399)
N (-1.7325, 1.2476, -0.3517)
H (-5.8455, 0.6063, 0.7849)
H (-3.9554, -0.0175, 2.2168)
H (-4.8348, -0.5888, 0.3050)
H (-4.0448, 2.2187, 0.1518)
H (-4.9568, 1.4840, -1.1614)
H (-2.9416, 0.8873, -2.0113)
H (-2.9587, -0.3878, -0.8102)
H (-1.9137, 1.7217, 0.5377)
H (-1.3331, 1.9191, -0.9978)
O (2.0828, 1.1052, -2.9024)
C (0.9862, 0.5906, -3.0725)
O (0.1368, 0.2293, -2.1800)
C (0.5190, 0.3273, -4.4989)
C (1.3913, 0.5721, -5.5542)
C (0.9895, 0.3650, -6.8621)
C (-0.2978, -0.0921, -7.0888)
C (-1.1829, -0.3578, -6.0583)
C (-0.7631, -0.1471, -4.7555)
N (-0.7391, -0.3079, -8.4759)
O (-1.8855, -0.6704, -8.6587)
O (0.0569, -0.0844, -9.3676)
H (2.3898, 0.9210, -5.3268)
H (1.6475, 0.5509, -7.6975)
H (-2.1728, -0.7250, -6.2839)
H (-1.4146, -0.3624, -3.9201)

Its HOMO-LUMO gap is 6.40 eV. The LUMO energy is 0.050 Ha. The calculation puts the electronic energy at -6169.3985 Eh. The charge is -1. The energy above the lowest of the compared OMol25 structures with the same formula, charge and spin comes out at 40.9 kJ/mol. The HOMO energy comes out at -5.032 eV.

=====

(4)
This record from OMol25 describes a structure of composition C24H30F5MoN4O5Se in a non-equilibrium geometry. The level of theory is the ωB97M-V functional and the def2-TZVPD basis.

Geometry (Å):
Mo (-0.6515, -0.4778, 0.3011)
C (-3.4071, 1.3070, -2.3842)
C (-2.5866, 0.1682, -1.9069)
O (-1.7940, 0.4344, -0.8803)
C (-2.6095, -1.0517, -2.4545)
C (-1.6948, -2.0852, -2.1086)
C (-1.7850, -3.3849, -2.8465)
N (-0.7510, -1.9239, -1.2109)
N (0.2190, -2.9614, -1.1891)
C (1.0094, -2.7757, -0.2166)
O (0.7887, -1.7487, 0.6121)
C (2.2303, -3.5796, -0.0556)
C (3.3489, -3.0158, 0.5504)
C (4.5335, -3.7354, 0.6220)
C (4.5921, -5.0214, 0.1038)
C (3.4674, -5.5900, -0.4825)
C (2.2871, -4.8706, -0.5680)
H (-2.9828, 1.7101, -3.3076)
H (-3.4415, 2.0988, -1.6397)
H (-4.4232, 0.9706, -2.5958)
H (-3.3023, -1.2397, -3.2623)
H (-2.5911, -3.3555, -3.5787)
H (-1.9711, -4.1881, -2.1302)
H (-0.8399, -3.6203, -3.3357)
H (3.2918, -2.0105, 0.9491)
H (5.4108, -3.2913, 1.0756)
H (5.5176, -5.5856, 0.1582)
H (3.5120, -6.5979, -0.8751)
H (1.4013, -5.3015, -1.0270)
C (0.0317, 0.1899, -4.0087)
O (0.4868, 0.2595, -2.6620)
C (1.3771, 1.3269, -2.4362)
C (2.1492, 1.0387, -1.1952)
O (1.3347, 0.9842, -0.0039)
C (1.1509, 2.2568, 0.6644)
C (-0.2708, 2.6909, 0.5804)
O (-1.0602, 1.7291, 1.2968)
C (-2.3667, 2.2113, 1.6316)
H (0.8739, 0.1320, -4.7018)
H (-0.5793, 1.0603, -4.2682)
H (-0.5700, -0.7091, -4.1069)
H (0.8319, 2.2733, -2.3517)
H (2.0933, 1.4243, -3.2565)
H (2.9245, 1.7872, -1.0601)
H (2.6128, 0.0588, -1.2870)
H (1.7982, 3.0183, 0.2325)
H (1.4031, 2.1173, 1.7039)
H (-0.6239, 2.7440, -0.4479)
H (-0.3695, 3.6730, 1.0386)
H (-2.2744, 3.0763, 2.2862)
H (-2.8904, 1.4123, 2.1502)
H (-2.9256, 2.4881, 0.7363)
F (-7.3449, 0.2307, 3.8061)
C (-6.2255, -0.2324, 3.2871)
C (-5.7734, 0.2396, 2.0789)
F (-6.4604, 1.1692, 1.4252)
C (-4.6063, -0.2602, 1.5455)
F (-4.2511, 0.2197, 0.3506)
C (-3.8369, -1.2027, 2.1994)
Se (-2.2472, -2.0343, 1.5314)
C (-4.3232, -1.6524, 3.4182)
F (-3.6556, -2.5592, 4.1313)
C (-5.5005, -1.1903, 3.9551)
F (-5.9339, -1.6544, 5.1197)
N (0.4199, 0.8064, 3.4446)
N (0.2621, -0.3133, 2.5699)
H (0.7468, 0.4802, 4.3399)
H (-0.4872, 1.2209, 3.5729)
H (-0.2402, -1.0682, 3.0116)
H (1.1814, -0.6615, 2.3580)

The multiplicity is 3. Its HOMO-LUMO gap (spin up / spin down) is 7.58 / 6.96 eV. The LUMO energy (spin up / spin down) is -0.109 / -0.141 Ha. The calculation puts the electronic energy at -4496.4499 Eh. The expectation value of S² is 2.02. The charge is +1. The energy above the lowest of the compared OMol25 structures with the same formula, charge and spin comes out at 66.3 kJ/mol. The HOMO energy (spin up / spin down) comes out at -10.532 / -10.796 eV.

=====

no.,molecular weight (g/mol)
1,88.0
2,105.2
3,1079.5
4,724.4